*w*
This record from the Open Molecules 2025 dataset describes 2 unconnected molecules or ions with the total composition C4H12. The level of theory is wB97M-V/def2-TZVPD.

## Properties
**LUMO**: 1.16 eV
**SMILES**: CC.CC
**Orbital gap**: 0.4398 Eh

The geometry in ORCA input format:
```
! wB97M-V def2-TZVPD RIJCOSX def2/J DEFGRID3
* xyz 0 1
C 1.46 -0.67 -0.72
C 1.38 -1.62 0.50
H 1.45 0.31 -0.24
H 2.54 -0.57 -0.90
H 0.82 -0.87 -1.57
H 1.16 -1.08 1.41
H 2.33 -2.11 0.74
H 0.70 -2.43 0.25
C -1.02 1.69 -0.22
C -1.94 0.61 0.30
H -1.31 2.26 -1.09
H -0.79 2.27 0.68
H -0.07 1.28 -0.57
H -2.94 1.02 0.50
H -2.22 -0.26 -0.31
H -1.55 0.18 1.24
*
```

*x*
This record from the Open Molecules 2025 dataset describes 2 unconnected molecules or ions with the total composition C4H12. The level of theory is wB97M-V/def2-TZVPD.

## Properties
**LUMO**: 1.06 eV
**SMILES**: CC.CC
**Orbital gap**: 0.4708 Eh

The geometry in ORCA input format:
```
! wB97M-V def2-TZVPD RIJCOSX def2/J DEFGRID3
* xyz 0 1
C 2.81 -0.57 0.45
C 2.20 -1.03 -0.87
H 3.05 -1.39 1.13
H 3.72 0.02 0.30
H 2.13 0.13 0.96
H 1.15 -1.23 -0.71
H 2.64 -1.96 -1.22
H 2.34 -0.27 -1.64
C -2.59 1.09 -0.51
C -2.42 0.49 0.89
H -2.28 0.45 -1.33
H -3.62 1.42 -0.62
H -1.98 2.00 -0.58
H -2.76 -0.54 0.86
H -3.00 0.98 1.68
H -1.38 0.42 1.21
*
```

*y*
This record from the Open Molecules 2025 dataset describes 2 unconnected molecules or ions with the total composition C4H12. The level of theory is wB97M-V/def2-TZVPD.

## Properties
**LUMO**: 1.14 eV
**SMILES**: CC.CC
**Orbital gap**: 0.4555 Eh

The geometry in ORCA input format:
```
! wB97M-V def2-TZVPD RIJCOSX def2/J DEFGRID3
* xyz 0 1
C -0.03 1.45 0.95
C 1.41 2.04 0.72
H -0.59 2.12 1.58
H -0.44 1.57 -0.09
H -0.01 0.44 1.29
H 2.21 1.40 0.37
H 1.55 2.49 1.73
H 1.33 2.70 -0.14
C -1.26 -2.10 -0.43
C -0.12 -1.42 -1.22
H -2.14 -1.51 -0.32
H -1.63 -3.02 -0.92
H -0.92 -2.40 0.56
H 0.63 -2.12 -1.53
H -0.31 -0.86 -2.13
H 0.31 -0.78 -0.42
*
```

*z*
This record from the Open Molecules 2025 dataset describes 2 unconnected molecules or ions with the total composition C4H12. The level of theory is wB97M-V/def2-TZVPD.

## Properties
**LUMO**: 1.12 eV
**SMILES**: CC.CC
**Orbital gap**: 0.4622 Eh

The geometry in ORCA input format:
```
! wB97M-V def2-TZVPD RIJCOSX def2/J DEFGRID3
* xyz 0 1
C 1.30 1.43 -0.70
C 2.42 0.60 -0.02
H 0.48 0.85 -1.00
H 0.89 2.28 -0.17
H 1.69 1.88 -1.60
H 1.90 -0.03 0.86
H 3.17 1.06 0.51
H 2.86 -0.19 -0.67
C -1.62 -0.32 0.71
C -1.99 -1.61 -0.01
H -0.64 -0.22 0.70
H -2.09 0.47 0.16
H -1.99 -0.39 1.67
H -1.33 -2.45 0.24
H -1.98 -1.44 -0.99
H -3.08 -1.92 0.30
*
```

Which one is most stable, and which one is least stable? *x* is the most stable of them, while *z* is the least stable.